Here is a single C17H18ClN3O3S molecule from the OMol25 dataset. Energies are from the ωB97M-V functional and the def2-TZVPD basis.

Geometry as XYZ:
```
43
Properties=species:S:1:pos:R:3:nbo_charge:R:1
C -0.14 3.51 -3.48 -0.64
C 0.51 3.32 -2.15 -0.08
C 0.31 4.20 -1.10 -0.14
C 0.93 3.98 0.13 -0.27
C 1.75 2.88 0.25 0.05
N 1.97 2.03 -0.74 -0.46
C 1.36 2.22 -1.90 0.36
N 1.59 1.28 -2.90 -0.62
C 2.03 0.00 -2.76 0.68
O 2.40 -0.64 -3.72 -0.58
C 1.96 -0.56 -1.38 -0.13
C 3.06 -1.21 -0.83 -0.13
C 3.00 -1.73 0.45 -0.23
C 1.84 -1.59 1.20 -0.01
C 0.73 -0.97 0.64 -0.39
C 0.78 -0.47 -0.64 -0.09
H -0.11 0.00 -1.03 0.24
S -0.77 -0.72 1.60 2.32
O -1.74 -0.13 0.73 -0.95
O -0.44 -0.02 2.80 -0.93
N -1.15 -2.31 1.99 -0.66
C -1.92 -2.97 0.96 -0.23
H -1.67 -4.04 0.97 0.20
C -3.40 -2.74 1.32 -0.43
H -3.82 -1.95 0.70 0.23
H -3.98 -3.65 1.18 0.21
C -3.38 -2.30 2.80 -0.43
H -4.04 -2.90 3.42 0.21
H -3.66 -1.25 2.88 0.22
C -1.91 -2.47 3.22 -0.24
H -1.72 -3.47 3.61 0.20
H -1.57 -1.72 3.94 0.24
H -1.65 -2.55 -0.01 0.22
Cl 1.75 -2.17 2.80 0.06
H 3.86 -2.22 0.89 0.23
H 3.96 -1.31 -1.41 0.23
H 1.52 1.61 -3.86 0.41
H 2.27 2.65 1.17 0.20
H 0.77 4.65 0.96 0.22
H -0.34 5.05 -1.23 0.21
H 0.60 3.70 -4.26 0.22
H -0.72 2.63 -3.76 0.23
H -0.82 4.37 -3.45 0.23
```

Properties
- HOMO level (eV) = -8.883
- SMILES string = Cc1cccnc1NC(=O)c1ccc(Cl)c(S(=O)(=O)N2CCCC2)c1
- charge = 0
- ΔE to the lowest compared entry with this formula, charge and spin (kJ/mol) = 99.7
- HOMO-LUMO gap (eV) = 9.3